The molecule C16H15FN2O5. Source: OMol25; level of theory: wB97M-V/def2-TZVPD.

Output
SMILES: CN1C(=O)C[C@]2(C1=O)C(=O)N(CCCC(=O)O)c1ccc(F)cc12
E_HOMO, eV: -8.68
Energy relative to the best compared isomer or geometry (same formula, charge and spin), kJ/mol: 5.75
LUMO level, eV: 0.413
Net charge: 0
Electronic energy, a.u.: -1204.3602
Gap between HOMO and LUMO, eV: 9.1

Element x y z (Å)
C 0.174 -5.200 -0.498
N 0.397 -3.868 0.036
C 1.586 -3.404 0.565
O 2.634 -4.037 0.558
C 1.493 -1.956 1.053
C 0.155 -1.484 0.434
C -0.472 -2.797 0.005
O -1.651 -2.989 -0.303
C 0.299 -0.663 -0.823
O 0.907 -1.083 -1.809
N -0.305 0.567 -0.729
C -0.461 1.547 -1.813
C 0.835 2.137 -2.316
C 1.489 3.160 -1.362
C 0.634 4.454 -1.261
O 0.125 4.925 -2.244
O 0.394 4.920 -0.019
C -0.914 0.633 0.520
C -1.654 1.676 1.107
C -2.056 1.555 2.450
C -1.939 0.317 3.115
F -2.566 0.170 4.301
C -1.204 -0.708 2.520
C -0.681 -0.536 1.252
H -0.253 -5.108 -1.511
H 1.127 -5.779 -0.547
H -0.532 -5.722 0.135
H 1.492 -1.981 2.153
H 2.359 -1.392 0.670
H -1.070 2.386 -1.482
H -1.006 1.060 -2.586
H 1.581 1.335 -2.528
H 0.678 2.645 -3.257
H 1.692 2.740 -0.373
H 2.436 3.472 -1.781
H -0.175 5.683 -0.158
H -1.887 2.586 0.502
H -2.604 2.384 2.934
H -1.058 -1.643 3.094

Partial atomic charges computed with the Löwdin method, in multiples of e: atom 1 (C): 0.0168, atom 2 (N): 0.0156, atom 3 (C): -0.3912, atom 4 (O): 0.0855, atom 5 (C): 0.0450, atom 6 (C): -0.1970, atom 7 (C): -0.3291, atom 8 (O): 0.1109, atom 9 (C): -0.3392, atom 10 (O): 0.1044, atom 11 (N): 0.0619, atom 12 (C): -0.0972, atom 13 (C): -0.1617, atom 14 (C): -0.0782, atom 15 (C): -0.5177, atom 16 (O): 0.1014, atom 17 (O): 0.1092, atom 18 (C): -0.1458, atom 19 (C): 0.0107, atom 20 (C): 0.0037, atom 21 (C): -0.2623, atom 22 (F): 0.0575, atom 23 (C): 0.0606, atom 24 (C): -0.0906, atom 25 (H): 0.1077, atom 26 (H): 0.1085, atom 27 (H): 0.0922, atom 28 (H): 0.1418, atom 29 (H): 0.1480, atom 30 (H): 0.1163, atom 31 (H): 0.1281, atom 32 (H): 0.1248, atom 33 (H): 0.1145, atom 34 (H): 0.1175, atom 35 (H): 0.1181, atom 36 (H): 0.1207, atom 37 (H): 0.1182, atom 38 (H): 0.1257, atom 39 (H): 0.1446

A structure of composition C17H21IN5ORuS2Te. Source: OMol25; level of theory: wB97M-V/def2-TZVPD.

Output
E_HOMO (alpha / beta), eV: -16.16 / -16.13
LUMO level (alpha / beta), eV: -9.186 / -12.079
Net charge: +3
Electronic energy, a.u.: -2465.4363
Multiplicity: 5
Gap between HOMO and LUMO (alpha / beta), eV: 7.0 / 4.0

Element x y z (Å)
Ru 1.939 0.027 -0.056
N 4.923 -1.925 -0.564
C 5.017 -0.604 -0.401
N 3.987 0.237 -0.262
C 4.425 1.573 -0.174
C 5.746 1.725 -0.200
S 6.535 0.202 -0.372
C 3.369 2.567 -0.135
C 3.456 3.894 -0.168
S 1.892 4.619 -0.149
C 1.157 3.075 -0.096
N 2.040 2.068 -0.107
N -0.171 2.937 -0.030
H 4.023 -2.359 -0.671
H 5.748 -2.479 -0.724
H 6.313 2.641 -0.136
H 4.351 4.498 -0.202
H -0.768 3.746 0.013
H -0.582 2.030 0.067
C -6.640 0.527 -0.257
C -5.176 0.368 -0.314
C -4.451 0.664 -1.500
C -3.107 0.459 -1.581
C -2.359 0.755 -2.850
C -2.435 -0.049 -0.408
Te -0.455 -0.680 -0.652
C -3.123 -0.332 0.816
C -2.445 -0.854 2.056
C -4.468 -0.106 0.835
H -7.063 0.909 -1.180
H -6.915 1.187 0.576
H -7.106 -0.437 -0.013
H -4.986 1.044 -2.362
H -3.023 1.151 -3.614
H -1.896 -0.149 -3.257
H -1.568 1.491 -2.678
H -1.360 -0.852 1.970
H -2.768 -1.877 2.262
H -2.711 -0.246 2.919
H -5.023 -0.298 1.748
N 1.538 -2.667 2.480
C 1.885 -2.900 1.230
O 2.241 -1.970 0.450
C 1.884 -4.315 0.759
I 0.862 -4.509 -1.102
H 1.618 -1.742 2.870
H 1.330 -3.422 3.117
H 1.412 -4.985 1.468
H 2.907 -4.639 0.578

Partial atomic charges computed with the Löwdin method, in multiples of e: atom 1 (Ru): 0.9944, atom 2 (N): 0.1482, atom 3 (C): -0.6360, atom 4 (N): -0.0815, atom 5 (C): -0.3305, atom 6 (C): -0.2858, atom 7 (S): 1.1815, atom 8 (C): -0.3176, atom 9 (C): -0.2829, atom 10 (S): 1.1848, atom 11 (C): -0.6544, atom 12 (N): -0.1066, atom 13 (N): 0.1337, atom 14 (H): 0.0873, atom 15 (H): 0.1311, atom 16 (H): 0.1077, atom 17 (H): 0.1102, atom 18 (H): 0.1275, atom 19 (H): 0.0210, atom 20 (C): 0.0137, atom 21 (C): -0.1359, atom 22 (C): 0.0532, atom 23 (C): -0.2820, atom 24 (C): -0.0620, atom 25 (C): -0.4278, atom 26 (Te): 1.2583, atom 27 (C): -0.2813, atom 28 (C): -0.0455, atom 29 (C): 0.0550, atom 30 (H): 0.1027, atom 31 (H): 0.1274, atom 32 (H): 0.1300, atom 33 (H): 0.1464, atom 34 (H): 0.1030, atom 35 (H): 0.0809, atom 36 (H): 0.0824, atom 37 (H): 0.0152, atom 38 (H): 0.1109, atom 39 (H): 0.1077, atom 40 (H): 0.1544, atom 41 (N): 0.2507, atom 42 (C): -0.6067, atom 43 (O): -0.3069, atom 44 (C): -0.5320, atom 45 (I): 0.9258, atom 46 (H): 0.1387, atom 47 (H): 0.1497, atom 48 (H): 0.0660, atom 49 (H): 0.0756

A cluster of 2 separate species, C4H11N4 in total. Source: OMol25; level of theory: wB97M-V/def2-TZVPD.

Output
E_HOMO (alpha / beta), eV: -17.67 / -17.65
Energy relative to the best compared isomer or geometry (same formula, charge and spin), kJ/mol: 70.21
LUMO level (alpha / beta), eV: -8.438 / -12.326
Net charge: +2
Electronic energy, a.u.: -377.2742
Multiplicity: 2
Gap between HOMO and LUMO (alpha / beta), eV: 9.2 / 5.3

Element x y z (Å)
N -0.933 0.199 1.076
C -2.069 -0.725 1.046
N -1.822 -2.006 1.523
N -3.212 -0.471 0.512
H -1.280 1.181 1.177
H -0.382 0.022 1.945
H -1.244 -2.180 2.365
H -2.740 -2.379 1.655
H -3.186 0.514 0.211
C 2.526 0.313 -1.501
C 3.809 0.283 -1.096
C 0.284 1.190 -1.182
N 1.542 1.152 -0.845
H 2.133 -0.313 -2.297
H 4.259 0.779 -0.249
H 4.595 -0.341 -1.567
H -0.327 1.823 -0.561
H -0.020 0.697 -2.083
H 1.858 1.720 -0.053

Partial atomic charges computed with the Löwdin method, in multiples of e: atom 1 (N): 0.1190, atom 2 (C): -0.3972, atom 3 (N): 0.2983, atom 4 (N): 0.3360, atom 5 (H): 0.1271, atom 6 (H): 0.1360, atom 7 (H): 0.1752, atom 8 (H): 0.1359, atom 9 (H): 0.1223, atom 10 (C): -0.1127, atom 11 (C): 0.1265, atom 12 (C): 0.1541, atom 13 (N): 0.0499, atom 14 (H): 0.1310, atom 15 (H): 0.0846, atom 16 (H): 0.1094, atom 17 (H): 0.0924, atom 18 (H): 0.1265, atom 19 (H): 0.1858

Copy entry 3 word for word.
A cluster of 2 separate species, C4H11N4 in total. Source: OMol25; level of theory: wB97M-V/def2-TZVPD.

Output
E_HOMO (alpha / beta), eV: -17.67 / -17.65
Energy relative to the best compared isomer or geometry (same formula, charge and spin), kJ/mol: 70.21
LUMO level (alpha / beta), eV: -8.438 / -12.326
Net charge: +2
Electronic energy, a.u.: -377.2742
Multiplicity: 2
Gap between HOMO and LUMO (alpha / beta), eV: 9.2 / 5.3

Element x y z (Å)
N -0.933 0.199 1.076
C -2.069 -0.725 1.046
N -1.822 -2.006 1.523
N -3.212 -0.471 0.512
H -1.280 1.181 1.177
H -0.382 0.022 1.945
H -1.244 -2.180 2.365
H -2.740 -2.379 1.655
H -3.186 0.514 0.211
C 2.526 0.313 -1.501
C 3.809 0.283 -1.096
C 0.284 1.190 -1.182
N 1.542 1.152 -0.845
H 2.133 -0.313 -2.297
H 4.259 0.779 -0.249
H 4.595 -0.341 -1.567
H -0.327 1.823 -0.561
H -0.020 0.697 -2.083
H 1.858 1.720 -0.053

Partial atomic charges computed with the Löwdin method, in multiples of e: atom 1 (N): 0.1190, atom 2 (C): -0.3972, atom 3 (N): 0.2983, atom 4 (N): 0.3360, atom 5 (H): 0.1271, atom 6 (H): 0.1360, atom 7 (H): 0.1752, atom 8 (H): 0.1359, atom 9 (H): 0.1223, atom 10 (C): -0.1127, atom 11 (C): 0.1265, atom 12 (C): 0.1541, atom 13 (N): 0.0499, atom 14 (H): 0.1310, atom 15 (H): 0.0846, atom 16 (H): 0.1094, atom 17 (H): 0.0924, atom 18 (H): 0.1265, atom 19 (H): 0.1858

Which value of net charge does entry 3 give?
+2

What is the formula in the second record?
C17H21IN5ORuS2Te